Formula: C2F3N
Source: OMol25
Level of theory: the ωB97M-V functional and the def2-TZVPD basis

```
6
Properties=species:S:1:pos:R:3:mulliken_charge:R:1
C -0.743 -0.076 1.281 -0.14
C 0.046 -0.210 -0.067 0.78
N 0.340 0.581 -1.047 -0.31
F -1.125 1.118 1.476 -0.05
F 0.514 -1.442 -0.110 -0.17
F 1.185 -0.018 -1.907 -0.11
```

Net charge: 0
LUMO level (eV): -1.918
Energy above the lowest of the compared OMol25 structures with the same formula, charge and spin (kJ/mol): 531.6
HOMO-LUMO gap (eV): 8.77